[1]
69
Properties=species:S:1:pos:R:3:forces:R:3 method="wB97M-V/def2-TZVPD" charge=+1 homo_lumo_gap_ha=0.3680 e_homo_ev=-13.01 molar_mass_g_mol=641.960 multiplicity=1
H -4.1840 -0.0034 -2.6129 -0.8 0.3 0.0
H 5.9837 -3.6096 -3.5361 0.2 -0.3 -0.1
H -3.1846 6.2320 -0.6959 0.1 0.0 -0.1
N -1.9687 4.1802 -2.7237 -0.3 0.2 1.2
O -2.9823 -0.2720 0.0401 -3.0 0.1 0.6
O -0.6087 -1.7050 0.4094 0.9 -1.4 1.8
O 5.5143 -1.5531 -2.5676 -0.9 -0.6 1.8
O -1.7260 2.8598 1.3473 0.4 -0.7 -0.7
C 1.2389 -1.0831 -2.6851 0.4 -0.5 -0.4
H 1.7118 -0.9968 3.3817 -0.4 -0.3 -0.4
H -1.7917 -3.5083 1.7371 -0.3 0.5 0.1
Zn -1.3038 -0.3583 -0.9624 1.0 -0.8 -0.5
H -2.9935 -1.4968 1.7557 0.8 -0.3 -1.0
H 3.9539 -0.2051 0.1306 -0.3 -0.4 -0.5
H 2.0642 -0.5014 -3.0957 -0.5 0.9 0.1
C -0.8334 0.8433 7.0735 -0.6 -3.3 5.1
H -2.6158 5.0149 0.4438 0.0 -0.5 -0.4
C -3.6714 -1.0673 1.0180 0.1 -1.6 1.9
N -0.8421 0.2911 8.1413 0.1 2.8 -5.1
H 4.3728 -4.2591 -3.4282 -0.1 -0.2 0.2
H 2.8566 -2.1816 2.5633 -0.6 -0.5 0.7
H -0.1965 -0.4138 -4.6576 -0.7 -0.1 -0.2
C -1.2790 -3.3753 2.6898 -0.9 -0.9 -1.1
C -3.9026 0.6643 -0.5445 -1.0 1.3 -1.7
S -0.7137 1.8529 1.3679 -0.4 -1.2 4.5
H -1.5004 2.2860 5.7631 0.2 0.3 0.0
H 5.4540 -0.2621 0.9631 0.3 -0.3 -0.1
H -2.2553 1.3416 -4.3662 -0.2 0.0 0.2
H -0.0446 1.1608 -3.9389 0.2 -0.1 0.2
H 0.1941 1.7564 5.6200 -0.2 -0.1 -1.0
H -2.5295 -0.4162 -4.0808 -0.6 0.1 0.1
O -2.3890 0.7416 -2.3260 3.4 -0.8 -1.8
O -0.0678 -0.4233 -2.5951 0.4 -1.0 -0.7
H 1.6015 -1.4471 -1.7238 -0.7 0.4 0.3
O 5.1943 -1.8522 -0.2775 -0.4 -2.1 -1.5
S 0.6557 2.2436 -0.5258 6.2 2.5 -3.9
C -2.3658 5.5478 -0.4736 0.1 -0.2 -0.6
H 3.0213 -0.5893 2.2798 -0.7 0.7 -0.6
C 5.2850 -2.2438 -1.5869 1.0 -0.7 -0.8
O 1.4443 -1.5001 1.3038 -2.7 0.4 -0.9
H -1.9190 -2.9328 3.4532 0.4 0.6 -0.2
C -0.5557 0.2038 -3.8344 2.3 0.6 1.0
C 4.9946 -0.5040 0.0047 0.4 1.8 0.1
O 0.2711 3.6239 -0.4754 -0.7 -1.2 0.4
H -3.8229 1.6730 -0.1393 0.4 -0.3 0.7
H -1.1605 -4.4134 3.0004 1.0 0.2 0.2
N -0.3659 1.1349 -0.2315 -1.8 2.0 5.5
H 5.4689 0.1141 -0.7575 -0.1 0.1 0.0
H 5.7366 -5.2420 -2.7898 -0.1 0.2 0.1
H -3.9756 1.8374 -2.3657 -1.2 -0.2 0.0
C 0.1768 -1.9541 1.3538 1.0 0.4 -0.4
H 1.2410 -1.9576 -3.3357 -0.8 -0.1 -0.1
O 1.9855 1.9479 -0.0873 -0.6 -0.2 0.6
O -0.0351 -2.6960 2.4402 -0.1 0.5 -0.4
F 0.7755 1.8818 -2.0425 -0.2 0.5 -0.9
C -2.0165 0.4827 -3.7390 -0.8 -0.7 0.7
C 2.2189 -1.3030 2.4668 2.2 -0.6 0.8
C -2.1283 4.7049 -1.7038 0.0 0.5 0.3
C -3.7336 0.8200 -2.0586 0.1 0.0 0.1
H -4.9531 0.3735 -0.5556 0.0 -0.5 1.2
H -1.3124 0.7783 4.9928 0.8 -0.3 0.0
F -1.4768 0.5842 2.0303 0.3 0.1 -0.9
O 5.2184 -3.6271 -1.6386 -0.3 1.8 1.2
H -4.3250 -1.8511 0.6353 0.5 0.0 -0.8
O 0.3854 1.9737 2.3447 -1.8 -0.2 -3.1
H -1.4841 6.1329 -0.2120 0.1 -0.1 -0.4
C 5.3376 -4.2362 -2.9214 0.2 0.7 -0.5
C -0.8370 1.4217 5.7332 -0.4 0.7 1.0
H -4.3048 -0.6634 1.8078 -0.3 1.9 -0.8

[2]
54
Properties=species:S:1:pos:R:3:forces:R:3 method="wB97M-V/def2-TZVPD" charge=+2 de_lowest_kcal_mol=28.59 homo_lumo_gap_ha=0.2806 e_homo_ev=-14.37 molar_mass_g_mol=392.399 multiplicity=1
C 2.9415 1.9697 -0.7792 0.0 0.0 0.0
H -0.4372 -2.7453 -1.9204 0.0 0.0 0.0
H 3.1428 1.4835 0.1868 0.0 0.0 0.0
H -1.9925 -0.5935 2.7631 0.0 0.0 0.0
O 0.1051 -0.5247 -1.5584 0.1 0.8 -1.1
Mo -0.4353 -0.5511 -0.0357 0.4 -1.4 -0.6
C -3.2229 -1.1751 1.0955 0.0 0.0 0.1
C -0.5512 -3.7946 -0.1337 0.2 0.0 0.2
C 0.7715 2.0372 -2.1274 0.3 0.2 0.1
H 1.1686 2.5540 1.1861 0.0 -0.1 0.0
H 2.1575 -0.3074 0.9509 0.1 0.0 -0.1
C 0.6704 2.4086 0.2316 0.1 -0.4 -0.1
H 0.5364 -3.8529 -0.1186 0.0 0.1 0.0
H 1.3125 1.7583 -3.0219 0.0 0.1 0.0
C 3.5875 3.3600 -0.7176 0.0 0.0 0.0
H 1.6563 -3.0740 1.5567 0.0 0.0 0.0
H -2.8182 0.7582 0.4792 0.0 0.0 -0.1
C 0.1863 -1.8528 2.5647 0.0 -0.1 0.3
C -0.6936 2.6904 0.1251 -0.3 -0.2 -0.2
N 1.6298 -1.1411 0.7021 -0.5 0.1 0.5
C 1.4403 2.1149 -0.9094 -0.2 0.0 0.0
N -2.6428 -0.1853 0.1364 0.2 0.0 0.5
H -3.4985 -2.0741 0.5452 0.0 0.0 0.0
H -3.4938 2.3051 -1.0320 0.0 0.0 0.0
H 4.6662 3.2730 -0.5901 0.0 0.0 0.0
H -1.2335 3.0418 0.9996 0.0 -0.1 0.0
H -2.1801 -3.6826 1.2543 0.0 0.0 -0.1
C 1.5254 -2.0447 1.8844 0.1 0.0 0.0
H 3.5262 1.6314 -2.8453 0.0 0.0 0.0
C -2.2177 -1.4983 2.1910 -0.2 0.1 0.1
H 0.0974 -2.5631 3.3921 -0.1 0.1 0.1
C -1.1135 -3.4589 1.2372 0.0 -0.1 0.1
H 3.0920 0.1527 -1.9906 0.0 0.0 0.0
H 2.1597 -1.5891 -0.0389 0.0 0.0 -0.1
H 3.1923 3.9512 0.1086 0.0 0.0 0.0
H -2.6605 -2.2169 2.8858 0.1 0.0 0.1
H -1.0663 2.2196 -3.1959 0.0 0.1 0.0
C -0.5869 2.2911 -2.2264 -0.1 0.3 0.0
H -3.1258 -0.2365 -0.7572 0.1 0.0 -0.1
N -0.9506 -2.0218 1.6169 0.0 0.0 0.1
H -1.9344 -2.8417 -1.2719 0.0 0.1 -0.2
H 2.3159 -1.8424 2.6068 0.0 0.0 0.0
C -2.7772 3.0949 -1.2756 0.0 0.0 0.1
H -4.1330 -0.7892 1.5551 0.0 0.0 -0.1
H 3.3961 3.9032 -1.6444 0.0 0.0 0.0
C 3.5774 1.1268 -1.8798 0.0 0.0 0.0
H 4.6323 0.9625 -1.6634 0.0 0.0 0.0
N -0.9509 -2.7212 -1.0454 -0.1 0.2 0.7
H -2.9814 3.3969 -2.3008 0.0 0.0 0.0
H 0.1263 -0.8466 2.9919 0.0 0.0 0.0
C -1.3393 2.6654 -1.1200 0.0 0.1 0.0
H -0.9140 -4.7821 -0.4254 0.0 0.0 -0.1
H -3.0059 3.9412 -0.6283 0.0 0.0 0.0
H -0.6565 -4.0847 2.0065 0.0 0.0 0.0